Record 1
Computed, not measured: C3H5N3O in the gas phase, with ωB97M-V/def2-TZVPD.

Structure (XYZ):
```
12
C3H5N3O (ωB97M-V/def2-TZVPD)
O 1.4364 -0.7440 2.0041
N -1.2656 0.3406 -0.2664
N 0.8558 -0.2911 -0.7269
N 0.2242 0.1247 -1.8435
C -1.0290 0.5130 -1.5467
C -0.0734 -0.1282 0.1929
C 0.3215 0.0159 1.6270
H -0.5083 -0.1955 2.3031
H -1.7109 0.9510 -2.2609
H 0.7511 0.2393 -2.6930
H 0.5251 1.0999 1.6803
H 2.0457 -0.7414 1.2526
```

Calculated values
HOMO level (eV): -9.9
Gap between HOMO and LUMO (eV): 10.747
Relative energy (zero: lowest compared OMol25 entry of this formula, charge and spin) (eV): 1.3338
Net charge: 0
Strongest force on any atom (Eh/bohr): 0.008


Record 2
Computed, not measured: a molecular structure, C7H12 in a non-equilibrium geometry, with ωB97M-V/def2-TZVPD.

Structure (XYZ):
```
19
C7H12 (ωB97M-V/def2-TZVPD)
C 0.3045 0.5909 1.2507
C 1.7069 -1.5636 -0.6918
C -0.6050 0.2176 2.4211
C 0.2059 0.3575 -0.0966
C 1.4672 -0.2777 -0.0998
C -0.9811 -0.1745 -0.8589
C -1.5483 0.8725 -1.9169
H 1.0093 1.3406 1.5299
H -1.4184 -0.5646 2.3675
H 2.6259 -1.7032 -1.4046
H -1.7716 -0.6116 -0.2046
H -1.3211 1.1307 2.6522
H -0.8075 1.3194 -2.4960
H -2.1853 0.3437 -2.5684
H -0.6055 -0.9698 -1.5562
H -2.0970 1.6092 -1.4170
H 0.8876 -2.2356 -0.7959
H -0.0697 0.0648 3.4184
H 2.4531 0.1398 0.4277
```

Calculated values
HOMO level (eV): -6.8
Gap between HOMO and LUMO (eV): 7.460
Relative energy (zero: lowest compared OMol25 entry of this formula, charge and spin) (eV): 4.9409
Net charge: 0
Strongest force on any atom (Eh/bohr): 0.123


Record 3
Computed, not measured: 2 unconnected molecules or ions with the total composition C5H15NOS in a non-equilibrium geometry, with ωB97M-V/def2-TZVPD.

Structure (XYZ):
```
23
C5H15NOS (ωB97M-V/def2-TZVPD)
S 0.3577 -2.7844 -0.2640
O 0.4012 0.3269 -3.7828
N -1.2799 2.3363 1.0870
C -2.0939 1.5944 2.0537
C 0.8622 -0.4819 1.0027
C -0.4030 1.5878 0.1899
C 0.9559 1.0619 0.8596
C 0.9291 -1.0863 -0.4227
H -2.4220 0.7004 1.4956
H 1.2236 -0.0527 -3.4527
H 1.0793 1.4305 1.8851
H -0.7485 -2.6263 0.4022
H -0.1829 2.3128 -0.5935
H -2.9635 2.2310 2.1761
H -1.4938 1.2951 2.9130
H -1.0808 0.8951 -0.3256
H 0.4638 1.2719 -3.6762
H 1.8231 -0.7312 1.4947
H -0.8497 3.1994 1.3768
H 2.0037 -1.2664 -0.6087
H 0.5291 -0.4511 -1.2015
H 1.7525 1.4986 0.2848
H 0.0977 -0.8257 1.6810
```

Calculated values
HOMO level (eV): -8.3
Gap between HOMO and LUMO (eV): 8.941
Relative energy (zero: lowest compared OMol25 entry of this formula, charge and spin) (eV): 1.6413
Net charge: 0
Strongest force on any atom (Eh/bohr): 0.071